This record from the OMol25 dataset describes C9H21O10V as an isolated structure at a distorted geometry. The level of theory is ωB97M-V/def2-TZVPD.

ORCA input file:
```
! wB97M-V def2-TZVPD RIJCOSX def2/J DEFGRID3
* xyz 0 3
V 0.50255 0.62691 -0.62550
O 1.19163 0.91688 1.20917
H 1.29179 1.24869 2.09435
O 1.40570 1.99208 -1.56894
H 1.76673 2.84075 -1.79960
O -0.60671 -0.09083 -2.06008
H -0.85952 -0.62562 -2.80530
C -3.62022 1.12507 0.00948
O -3.21454 2.30903 0.71332
C -1.93008 2.57045 0.62432
O -1.14914 1.91626 -0.01683
O -1.65376 3.65599 1.29509
C -0.26571 4.03025 1.33393
H -3.21356 0.24227 0.50966
H -3.21270 1.09761 -1.00261
H -4.70126 1.14371 0.00965
H -0.22917 4.92525 1.95284
H 0.08286 4.29269 0.33560
H 0.36562 3.25662 1.75474
C 3.51426 -0.02578 -3.08150
O 3.52186 -1.38787 -2.60675
C 2.63148 -1.63964 -1.67444
O 2.00005 -0.79561 -1.09836
O 2.55734 -2.93853 -1.44410
C 1.75032 -3.30876 -0.34042
H 2.51214 0.27307 -3.37042
H 4.24301 0.00216 -3.88267
H 3.85783 0.63665 -2.28545
H 0.68782 -3.20398 -0.55815
H 1.96582 -2.68449 0.53135
H 1.96582 -4.34617 -0.10530
C -1.10075 -0.91344 2.72324
C -1.03775 -1.54265 1.35287
O -0.52630 -0.94219 0.44228
C -1.69854 -2.87755 1.11297
H -0.59983 0.05502 2.62918
H -0.49766 -1.48977 3.42866
H -2.11166 -0.73980 3.08528
H -1.05447 -3.70957 1.40399
H -1.93195 -2.94142 0.05188
H -2.59935 -2.95377 1.72260
*
```

As for the HOMO energy (alpha / beta): -0.2786 / -0.3114 Eh. The calculation puts the HOMO-LUMO gap (alpha / beta) at 8.0780 / 8.9694 eV. For the total energy, the calculation gives -2051.983908 hartree. The energy above the lowest of the compared OMol25 structures with the same formula, charge and spin is 0.629 eV. For the max |F|, the calculation gives 1.3 eV/Å. As for the LUMO energy (alpha / beta): 0.50 / 0.50 eV.

This record from the OMol25 dataset describes C9H21O2P as an isolated structure at a distorted geometry. The level of theory is ωB97M-V/def2-TZVPD.

ORCA input file:
```
! wB97M-V def2-TZVPD RIJCOSX def2/J DEFGRID3
* xyz 0 1
C 0.10772 0.76040 -2.32013
C -0.03399 -3.59572 0.17960
C -3.41400 0.87966 -0.56710
C 2.75246 0.26629 -0.55125
C 1.44172 2.27648 0.62167
C 1.53885 0.05249 1.69806
C -0.73666 -2.18705 -0.06579
C -2.36702 1.38644 0.49933
C 1.59360 0.74863 0.32963
O 0.16908 -1.39105 -0.79630
O -1.48437 0.41272 0.85658
P 0.16015 0.19695 -0.74045
H 0.71775 1.69437 -2.51778
H -0.84192 0.80564 -2.75850
H 0.41111 -3.84600 -0.66327
H 0.61290 -3.41622 1.05031
H -0.71247 -4.25395 0.55204
H -4.37127 1.14633 -0.15394
H -3.11705 1.39615 -1.47136
H -3.31050 -0.18586 -0.63046
H 2.66693 -0.85244 -0.56803
H 2.65536 0.82184 -1.42745
H 3.76312 0.30982 0.00620
H 2.42153 2.57036 0.90623
H 0.56854 2.30925 1.28842
H 1.24918 2.76055 -0.23891
H 2.45727 0.19344 2.35800
H 0.67629 0.18970 2.18391
H 1.64754 -1.11782 1.48442
H -0.99801 -1.75871 0.78836
H -1.53891 -2.42806 -0.78732
H -2.99678 1.71556 1.29201
H -1.68816 2.13981 0.16327
*
```

As for the HOMO energy (alpha / beta): -0.3071 / -0.3071 Eh. The calculation puts the HOMO-LUMO gap (alpha / beta) at 8.6018 / 8.6024 eV. For the total energy, the calculation gives -847.170209 hartree. The energy above the lowest of the compared OMol25 structures with the same formula, charge and spin is 3.844 eV. For the max |F|, the calculation gives 6.6 eV/Å. As for the LUMO energy (alpha / beta): 0.24 / 0.24 eV.

This record from the OMol25 dataset describes a single C9H21PS2 molecule at a distorted geometry. The level of theory is ωB97M-V/def2-TZVPD.

ORCA input file:
```
! wB97M-V def2-TZVPD RIJCOSX def2/J DEFGRID3
* xyz 0 1
C 4.59436 -1.26085 -1.56436
C -0.95976 -2.00802 0.94021
C -1.78987 2.41378 2.12685
C -3.92286 3.09908 1.10772
C 3.30095 -1.62643 -0.73822
C 0.46292 -2.04669 0.24747
C 2.02631 -1.79357 -1.67190
C -2.43587 2.80491 0.85803
C 0.69461 -1.15999 -0.95119
P -2.36736 1.22265 -0.37101
S 0.76391 0.62494 -0.44534
S -0.69412 1.62080 -1.62379
H 5.14756 -0.55213 -1.09869
H 5.21226 -2.13464 -1.63693
H 4.20716 -0.80335 -2.57798
H -1.39540 -2.96885 0.71246
H -1.65259 -1.25288 0.55409
H -0.86144 -1.96999 2.00703
H -1.99858 1.38170 2.52739
H -0.64653 2.29205 1.87912
H -1.97728 3.05963 2.95336
H -4.29323 3.36272 0.16988
H -4.00241 3.90222 1.79037
H -4.45652 2.24156 1.35463
H 3.27797 -2.63577 -0.32553
H 3.06514 -0.95343 0.05401
H 1.22542 -1.84760 0.97634
H 0.84387 -3.03199 -0.01180
H 2.20783 -1.30372 -2.62089
H 1.75398 -2.77603 -2.00097
H -1.94960 3.71435 0.39790
H -0.08049 -1.29183 -1.76164
H -3.30033 1.67733 -1.25661
*
```

As for the HOMO energy: -0.3171 Eh. The calculation puts the HOMO-LUMO gap at 9.2217 eV. For the total energy, the calculation gives -1493.178213 hartree. The energy above the lowest of the compared OMol25 structures with the same formula, charge and spin is 3.555 eV. For the max |F|, the calculation gives 4.4 eV/Å. As for the LUMO energy: 0.59 eV.

This record from the OMol25 dataset describes C9H22AgFNO5P2S as an isolated structure at a distorted geometry. The level of theory is ωB97M-V/def2-TZVPD.

ORCA input file:
```
! wB97M-V def2-TZVPD RIJCOSX def2/J DEFGRID3
* xyz 1 1
C -0.83119 2.46690 -4.69998
C -2.18864 1.97255 -3.86010
O -2.03385 2.12594 -2.40162
P -1.22288 0.76410 -1.67778
O 0.29061 0.82130 -2.15481
C -1.29578 0.93728 0.25981
C 0.10627 0.44657 0.95621
N -0.05683 -0.37399 2.21690
P 1.46175 -0.34347 3.21790
C 1.10553 0.98875 4.57336
C 2.98111 0.12805 2.14731
C 4.23410 0.55910 3.15969
S -0.24288 -2.10184 1.84434
O -1.65188 -2.46905 1.31869
O -0.07476 -2.87806 3.20839
F 1.05169 -2.69804 0.83996
O -1.98439 -0.72045 -2.18791
C -0.96144 -1.81138 -2.10178
C -1.80603 -3.20944 -2.45217
H -0.23468 3.20257 -3.98124
H -0.21353 1.47750 -4.94127
H -1.09569 3.05419 -5.67766
H -3.07095 2.70443 -4.18618
H -2.50259 0.87966 -4.18657
H -2.26654 0.45388 0.69942
H -1.39973 2.11206 0.44499
H 0.78545 -0.16301 0.21996
H 0.67713 1.44265 1.28363
H -0.07100 0.97573 4.72131
H 1.44329 2.06481 4.26057
H 1.57190 0.61596 5.59566
H 3.35728 -0.75171 1.44144
H 2.81668 1.05583 1.44485
H 5.27479 0.46489 2.63155
H 4.13645 -0.07922 4.14042
H 4.07639 1.71335 3.40802
H -0.50965 -1.90149 -1.02599
H -0.08494 -1.66422 -2.86432
H -1.11848 -4.16366 -2.47417
H -2.67079 -3.25630 -1.66278
H -2.28301 -3.02231 -3.51099
Ag -3.49828 -1.82043 2.01295
*
```

As for the HOMO energy: -0.4298 Eh. The calculation puts the HOMO-LUMO gap at 5.8560 eV. For the total energy, the calculation gives -2114.305022 hartree. For the max |F|, the calculation gives 8.2 eV/Å. As for the LUMO energy: -5.84 eV.